Density functional theory data (ωB97M-V/def2-TZVPD) for a cluster of 8 separate species, C8H32N16O8 in total.

Properties
Orbital gap   9.3 eV
2S+1   1
Net charge   0
Lowest unoccupied orbital energy   -0.01 eV

```
64
Properties=species:S:1:pos:R:3:forces:R:3:nbo_charge:R:1
N 1.172 7.323 -2.228 3.662 -1.416 -2.299 -0.84
C 0.539 7.033 -1.109 0.480 1.509 1.488 0.75
N -0.572 7.675 -1.088 -5.828 2.573 -0.898 -0.81
O 0.948 6.548 -0.097 2.059 -2.371 1.528 -0.66
H 0.834 7.825 -3.037 0.027 -0.353 0.447 0.40
H 2.075 6.872 -2.257 -0.047 0.212 -0.684 0.40
H -0.820 8.080 -1.979 -0.689 0.269 0.645 0.36
H -1.076 7.957 -0.259 0.313 -0.478 -0.232 0.41
N -0.486 -4.322 4.461 2.965 2.320 2.131 -0.85
C -1.733 -4.664 4.124 -1.136 1.598 -2.185 0.75
N -1.697 -5.847 3.529 -0.629 -2.787 -0.573 -0.83
O -2.692 -3.899 4.032 0.589 -0.393 1.015 -0.66
H 0.318 -4.905 4.645 -0.695 -0.608 -0.337 0.39
H -0.262 -3.399 4.804 -0.801 0.013 -0.053 0.40
H -2.512 -6.185 3.038 0.288 -0.015 0.283 0.41
H -0.834 -6.370 3.548 -0.558 -0.123 -0.305 0.38
N 4.563 -4.820 0.573 -0.878 -1.194 4.444 -0.84
C 4.680 -4.771 -0.735 -0.677 -3.929 -1.623 0.75
N 5.111 -3.571 -1.000 1.322 3.762 -2.472 -0.82
O 4.453 -5.742 -1.475 0.552 1.627 0.429 -0.66
H 4.545 -5.694 1.080 -0.332 0.254 -0.348 0.40
H 4.480 -3.957 1.090 0.014 -0.552 0.213 0.38
H 5.384 -3.285 -1.929 -0.208 -0.082 0.244 0.41
H 5.412 -3.035 -0.199 0.210 0.169 -0.823 0.38
N -2.248 -5.750 -2.528 -1.610 2.298 1.954 -0.82
C -1.927 -6.696 -3.363 2.403 -0.493 -0.301 0.74
N -2.969 -7.289 -3.893 -2.235 -1.742 -1.445 -0.85
O -0.805 -7.043 -3.620 2.005 -0.497 -0.450 -0.67
H -3.240 -5.820 -2.350 0.434 1.190 1.024 0.37
H -1.583 -5.191 -2.013 -0.357 -0.286 -0.148 0.42
H -2.695 -8.088 -4.447 -0.816 0.189 -0.131 0.42
H -3.895 -6.901 -3.791 0.160 -0.649 -0.506 0.38
N -3.215 5.340 -4.898 -3.764 5.957 0.082 -0.82
C -2.403 4.351 -4.982 3.888 -0.686 -1.973 0.74
N -2.914 3.324 -4.360 -0.362 -2.772 1.182 -0.82
O -1.326 4.413 -5.592 -0.518 -0.399 0.445 -0.69
H -3.074 6.253 -5.306 0.652 -0.538 -0.165 0.40
H -4.064 5.347 -4.350 0.264 -0.377 -0.047 0.38
H -3.811 3.521 -3.939 0.347 -1.287 0.231 0.39
H -2.416 2.445 -4.384 -0.508 0.114 0.356 0.42
N 6.335 -0.553 4.466 4.121 0.274 -1.120 -0.83
C 5.040 -0.679 4.443 -0.015 -1.167 -1.828 0.74
N 4.499 -0.547 5.593 -2.528 0.833 4.057 -0.81
O 4.437 -1.021 3.457 -1.202 -0.263 -2.112 -0.70
H 6.760 -0.820 3.589 0.423 0.301 0.398 0.41
H 6.881 -0.196 5.237 -0.136 -0.129 -0.419 0.39
H 5.112 -0.448 6.389 -0.973 0.084 0.189 0.39
H 3.489 -0.559 5.580 0.291 0.023 0.762 0.41
N 0.335 -1.130 0.446 1.312 -1.754 1.339 -0.82
C 0.027 -0.072 -0.282 -4.585 2.483 -1.634 0.75
N 1.049 0.735 -0.553 1.850 -0.091 -0.128 -0.83
O -1.127 0.207 -0.643 0.770 -0.419 0.388 -0.68
H -0.391 -1.472 1.059 0.114 -0.090 -0.215 0.41
H 1.235 -0.934 0.861 -0.233 -1.015 0.792 0.37
H 0.923 1.711 -0.777 0.189 -0.479 -0.093 0.43
H 1.905 0.284 -0.262 0.563 1.398 -0.418 0.37
N -3.671 4.067 0.982 2.948 -2.032 -0.137 -0.84
C -4.724 4.704 0.498 1.139 -1.391 1.645 0.74
N -5.139 5.575 1.338 -1.720 4.863 3.502 -0.81
O -5.325 4.344 -0.434 -2.518 -1.371 -5.110 -0.66
H -3.065 4.444 1.696 -0.034 -0.343 -0.405 0.38
H -3.375 3.322 0.367 0.567 0.068 0.416 0.41
H -4.498 5.831 2.075 -0.676 0.323 -0.005 0.37
H -5.955 6.142 1.158 0.345 -0.136 -0.007 0.40
```
Forces are in eV/Å.



Density functional theory data (ωB97M-V/def2-TZVPD) for a cluster of 7 separate species, H12IO6 in total.

Properties
Orbital gap   8.5 eV
2S+1   1
Net charge   -1
Lowest unoccupied orbital energy   3.26 eV

```
19
Properties=species:S:1:pos:R:3:forces:R:3:nbo_charge:R:1
I 0.364 0.627 -0.270 0.024 -0.005 0.281 -0.94
O -1.850 -0.301 2.584 -0.464 -0.445 0.253 -0.96
H -1.082 0.032 2.121 0.376 0.150 -0.383 0.49
H -2.199 0.459 3.049 0.025 0.187 0.104 0.46
O 2.251 1.399 -3.141 0.355 0.333 -0.709 -0.96
H 1.946 1.277 -2.242 -0.402 -0.113 0.594 0.49
H 2.869 0.682 -3.284 0.072 -0.175 -0.007 0.46
O 0.694 1.704 3.336 -0.119 0.274 0.653 -0.97
H 0.539 1.687 2.392 0.022 -0.057 -0.687 0.49
H 1.458 1.142 3.464 0.123 -0.177 -0.077 0.47
O -0.294 -2.395 -2.480 -0.298 -0.233 -0.452 -0.95
H 0.233 -1.881 -1.867 0.129 0.425 0.399 0.49
H 0.161 -3.234 -2.543 0.108 -0.170 0.071 0.45
O 0.961 -2.795 0.728 0.390 -0.629 0.027 -0.97
H 0.268 -3.339 1.100 -0.194 -0.096 0.067 0.46
H 0.579 -1.918 0.681 -0.134 0.725 -0.137 0.49
O -2.669 2.408 -1.242 -0.672 0.392 -0.142 -0.96
H -1.872 2.875 -1.495 0.298 -0.078 0.015 0.47
H -2.358 1.573 -0.893 0.360 -0.306 0.133 0.49
```
Forces are in eV/Å.



What relative energy (zero: lowest compared OMol25 entry of this formula, charge and spin) values result from the calculations? In sequence: 7.108; 0.381 eV.